Molecular formula: C48H121N9O11
Method: DFT, ωB97M-V/def2-TZVPD

```
189
Properties=species:S:1:pos:R:3:forces:R:3
C -1.29894 0.95896 -3.45407 -1.0 -0.6 -0.6
C -2.35162 0.37209 -2.46740 1.0 1.4 0.2
C -1.68950 -0.50429 -1.40194 -0.5 -0.5 0.4
O -2.65067 -1.16953 -0.51006 0.9 0.9 -1.0
C -2.21681 -1.41672 0.83265 -0.1 -0.4 -1.2
N -3.08517 1.52151 -1.88959 -0.7 -1.3 -0.4
H -1.85011 1.34833 -4.31005 -0.3 0.4 0.2
H -0.70611 0.20524 -3.97233 0.5 -0.2 0.6
H -0.71164 1.78951 -3.06246 0.2 -0.3 0.2
H -3.04159 -0.24040 -3.04784 -0.2 0.0 0.1
H -1.01706 0.11977 -0.81332 0.1 0.1 0.2
H -1.09726 -1.23607 -1.95133 0.1 -0.4 0.3
H -3.15329 -1.69867 1.31393 0.3 0.6 0.6
H -1.61772 -0.58517 1.20376 -0.6 0.3 0.5
H -1.57029 -2.28835 0.93443 0.2 -0.3 -0.4
H -2.51657 2.26226 -1.50477 0.4 -0.3 0.0
H -3.62118 1.08346 -1.15412 -0.4 0.5 0.4
C -7.67520 -8.61754 4.93567 0.6 -0.7 1.0
C -6.42976 -7.91129 4.38166 -1.2 -0.8 -0.9
C -5.35104 -8.87171 3.77041 0.0 0.4 0.5
O -5.02249 -9.91905 4.65098 0.6 -0.9 0.1
C -4.20860 -10.97457 4.05252 0.0 1.8 0.4
N -6.92689 -7.03829 3.33516 0.5 0.3 -1.2
H -8.59616 -8.03485 4.95555 0.4 0.5 0.1
H -7.37669 -8.87292 5.95242 -0.6 -0.3 0.2
H -7.98323 -9.54530 4.45354 0.5 0.0 -0.4
H -5.97000 -7.32335 5.17605 0.3 -0.2 0.3
H -4.48617 -8.22425 3.62591 0.5 0.0 -0.2
H -5.56697 -9.33500 2.80769 -0.8 0.4 -0.3
H -4.75909 -11.49590 3.26939 -0.2 -0.5 0.5
H -3.76767 -11.51772 4.88839 -0.7 -0.6 -0.2
H -3.32662 -10.58350 3.54530 0.1 0.6 -0.1
H -7.54702 -6.30213 3.64110 -0.1 -0.2 0.4
H -6.17450 -6.56912 2.85152 0.2 0.1 -0.2
C 1.53755 -8.06319 -1.78769 -1.0 0.5 -0.5
C 2.39162 -7.66979 -2.97107 2.2 -0.7 -0.8
C 1.70871 -7.25208 -4.29289 -1.7 -1.0 0.8
O 0.86968 -8.31222 -4.77898 -1.0 -0.3 1.4
C 1.37552 -9.31466 -5.60528 1.5 0.6 -1.0
N 3.46317 -6.74254 -2.55668 -0.5 0.1 -0.2
H 0.69126 -8.63165 -2.17336 -0.1 -0.1 0.2
H 1.13347 -7.17586 -1.30038 -0.1 0.1 0.1
H 2.04993 -8.65617 -1.03011 0.3 0.1 -0.3
H 2.91545 -8.58783 -3.23734 0.2 -0.2 -0.1
H 2.30685 -6.90178 -5.13407 0.7 0.1 0.4
H 0.97993 -6.49058 -4.01521 0.0 0.4 -0.3
H 1.57709 -8.79074 -6.53961 -0.2 -0.6 -0.8
H 0.76095 -10.20827 -5.71420 -0.7 0.6 0.1
H 2.34219 -9.75850 -5.36725 0.4 0.3 0.8
H 4.05328 -6.55113 -3.35369 0.3 -0.1 -0.2
H 3.04237 -5.84396 -2.36803 -0.2 0.3 0.4
C -6.74320 -0.88103 -12.06305 -2.5 0.9 0.2
C -5.93857 -2.07515 -11.72596 -0.2 0.0 -0.8
C -5.43379 -2.56852 -13.06397 0.9 -1.2 -0.6
O -6.45251 -3.13348 -13.88741 -0.9 -0.6 0.7
C -7.31448 -4.10884 -13.26063 1.4 -0.3 0.4
N -4.91608 -1.67960 -10.83111 2.1 0.5 1.1
H -6.13959 -0.11974 -12.55719 0.1 -0.1 0.2
H -7.30819 -0.43435 -11.24492 0.5 0.2 0.6
H -7.59156 -1.10275 -12.71054 0.3 -0.3 -0.5
H -6.39895 -2.94459 -11.25671 -1.1 0.2 -0.3
H -4.60906 -3.24144 -12.82919 -0.1 -1.1 -0.1
H -4.92636 -1.91105 -13.76992 -0.3 1.0 0.5
H -7.91997 -3.77562 -12.41776 -0.6 0.8 -0.6
H -6.69899 -4.83289 -12.72676 0.4 -0.5 -0.3
H -7.87429 -4.65724 -14.01825 0.0 0.5 0.0
H -5.26612 -1.14186 -10.05111 -0.3 0.3 -0.2
H -4.48401 -2.46344 -10.36315 0.3 -0.3 -0.3
C -2.77664 9.18247 -3.96728 0.3 0.4 0.6
C -1.76743 10.28950 -4.35916 -1.0 1.5 -0.1
C -2.37448 11.70095 -4.15138 0.5 -0.6 0.4
O -1.43126 12.69153 -4.49577 0.5 0.8 -0.8
C -1.95970 14.02087 -4.37950 -0.8 -0.9 1.2
N -0.54910 10.14838 -3.58011 0.5 -0.8 0.1
H -2.93826 9.09545 -2.89285 0.7 0.3 0.3
H -2.37922 8.20948 -4.25618 -0.4 0.0 -0.4
H -3.81298 9.36300 -4.25278 0.2 -0.1 -1.0
H -1.58977 10.30317 -5.43450 0.1 -0.6 -0.3
H -2.61343 11.77101 -3.09021 -0.4 0.3 0.3
H -3.25331 11.83286 -4.78255 -0.3 -0.2 0.1
H -2.95278 14.10505 -4.82086 -0.1 -0.1 -0.5
H -1.34712 14.84738 -4.73964 0.5 -0.7 -0.2
H -2.15697 14.14935 -3.31523 0.1 0.5 0.3
H -0.07338 9.33671 -3.94752 -0.1 -0.7 0.3
H 0.18158 10.82614 -3.74396 -0.6 0.9 -0.2
C 1.43816 -6.76879 8.43785 -0.2 -1.8 1.1
C 0.59885 -6.26561 9.61863 0.3 0.0 -1.2
C 1.29269 -6.34259 10.98453 -0.7 -1.1 0.3
O 0.39850 -5.90727 12.02979 0.3 0.0 0.3
C 0.50663 -6.51866 13.31829 0.9 -0.5 0.1
N 0.26830 -4.93194 9.26183 -0.3 1.9 0.7
H 2.50272 -6.56207 8.54789 0.0 0.3 -0.2
H 1.03208 -6.47485 7.46996 0.1 0.3 0.3
H 1.32977 -7.85100 8.50971 0.4 -0.3 -0.4
H -0.37756 -6.74624 9.55775 0.2 -0.8 0.7
H 2.20335 -5.74359 10.98618 0.1 0.3 -0.1
H 1.59333 -7.37752 11.14766 0.0 -0.2 0.2
H 0.17386 -5.89251 14.14611 -1.0 0.3 -0.6
H 1.50226 -6.71412 13.71658 0.9 0.2 -0.9
H 0.09085 -7.52566 13.35297 -0.7 0.1 -0.2
H -0.07840 -4.55364 10.13177 -0.6 0.8 0.1
H 1.14707 -4.44988 9.13739 0.2 0.5 -0.3
C -6.31747 -4.90694 11.98264 1.3 0.8 0.5
C -5.92386 -3.54128 12.59954 -1.1 -0.9 -2.1
C -5.29176 -2.58627 11.61615 1.0 -0.2 1.1
O -6.04127 -2.28969 10.44708 0.2 0.0 1.2
C -5.27621 -2.36690 9.29180 0.0 -0.7 -1.4
N -7.10879 -2.89352 13.05813 -1.2 0.0 1.1
H -6.66676 -5.48613 12.83742 0.2 -0.6 -0.3
H -5.34076 -5.20711 11.60312 -0.3 -1.2 -0.3
H -7.08847 -4.88574 11.21243 0.2 0.3 0.0
H -5.19788 -3.78957 13.37376 0.0 0.5 0.3
H -4.29868 -3.00705 11.45854 0.2 0.2 -0.9
H -5.15459 -1.71608 12.25807 0.1 0.7 -0.5
H -5.10749 -3.40990 9.02388 0.3 -0.3 0.0
H -4.30286 -1.87635 9.29994 0.0 0.3 0.5
H -5.83600 -1.96730 8.44619 -0.2 0.3 0.2
H -7.64445 -2.72559 12.21850 -0.1 0.7 -0.4
H -7.65707 -3.66346 13.41403 -0.5 0.1 0.9
C -1.02830 4.79672 -10.94169 0.7 -0.2 -1.1
C 0.17582 5.77804 -10.93926 -0.2 -0.7 0.0
O 1.16253 5.51741 -9.91585 -1.1 0.8 -0.2
O -0.46406 3.50059 -11.09958 0.4 -0.5 0.7
H -1.63883 4.87737 -11.84105 -0.1 1.1 -0.2
H -1.72304 4.89383 -10.10743 0.4 0.0 0.5
H -0.22076 6.79229 -10.89336 0.3 0.1 0.7
H 0.68931 5.75194 -11.90037 -0.1 -0.4 -0.2
H 1.48799 4.61790 -9.99687 -0.3 -0.2 -0.3
H -1.15099 2.83486 -11.01879 0.0 0.0 0.0
C 1.63494 4.63046 5.73816 -0.8 -0.6 0.0
C 2.13554 5.78819 4.88473 -0.7 1.4 1.6
C 0.99155 6.88324 4.65448 -0.9 -0.8 1.2
C 0.52939 7.62976 5.95476 2.3 2.2 -0.5
C 1.80752 8.39789 6.48236 0.2 -1.7 1.1
C 2.95169 7.38340 6.76230 0.5 -1.6 -0.3
N 3.20947 6.53324 5.56993 2.0 0.6 -0.9
O 4.37489 5.62644 5.88851 -2.1 0.3 0.6
C 4.25796 8.21644 6.99720 -0.6 -0.9 -0.1
C 2.55099 6.47344 8.03098 1.1 2.5 0.6
C 2.67443 5.37886 3.53527 0.3 -0.5 0.0
H 2.31255 3.79023 5.88976 0.3 -0.1 -1.0
H 0.70701 4.34376 5.24334 0.0 -0.7 0.2
H 1.39825 4.79269 6.78971 -0.3 0.9 -0.3
H 1.28351 7.54540 3.83938 0.3 0.4 0.4
H 0.07861 6.42887 4.26952 0.1 -0.7 -0.2
H 0.08309 7.05499 6.76628 0.3 -0.5 -0.4
H -0.15971 8.46008 5.80048 -0.5 -0.3 -0.7
H 1.66249 8.85749 7.46002 -0.5 -0.1 0.3
H 2.21460 9.25059 5.93896 -0.4 -0.3 -1.0
H 3.95112 9.12263 7.51947 0.5 -0.1 0.4
H 5.01473 7.60557 7.48936 -0.2 0.3 0.6
H 4.75323 8.50056 6.06871 -0.5 0.1 -0.3
H 3.03435 7.05280 8.81761 -0.2 0.3 0.5
H 1.49088 6.55836 8.26988 0.0 -0.5 -0.2
H 3.01230 5.51140 8.25406 -0.3 -0.2 -1.1
H 2.79742 6.29207 2.95303 0.5 -0.2 -0.1
H 2.10997 4.66597 2.93421 -0.6 0.1 0.3
H 3.59764 4.83686 3.74028 0.3 0.4 -0.3
H 5.10460 5.81409 5.29361 -0.3 0.6 -0.4
C 6.34524 0.53859 -3.70961 0.4 0.0 0.5
C 7.37587 1.56631 -4.25296 0.5 0.7 -0.5
C 8.24946 2.15678 -3.07984 -1.3 0.8 -1.2
C 9.49406 2.87363 -3.57371 0.0 -0.6 0.3
C 10.36699 1.98475 -4.43316 0.7 -0.9 -0.5
C 9.67844 1.26019 -5.64898 0.4 2.5 0.8
N 8.30321 0.92512 -5.18927 1.9 -0.9 0.8
O 7.65588 0.08034 -6.05758 -0.4 -0.1 -0.9
C 9.78786 2.37177 -6.80764 -1.1 -1.4 -1.7
C 10.49605 -0.00746 -6.05749 -1.1 0.1 -0.3
C 6.60993 2.72350 -5.01996 -0.2 -0.3 0.0
H 5.79203 -0.13074 -4.36844 0.1 0.7 -0.7
H 5.62532 1.10500 -3.11884 -0.1 -0.1 0.1
H 6.82568 -0.19582 -3.06315 0.3 0.3 0.3
H 7.65475 2.97186 -2.66748 -0.3 -0.2 0.5
H 8.49998 1.46071 -2.27931 -0.2 -0.3 -0.3
H 9.99009 3.13738 -2.63963 0.5 0.2 -0.2
H 9.24037 3.81754 -4.05618 0.0 -0.1 -0.3
H 10.86072 1.19762 -3.86329 -0.3 -0.1 0.6
H 11.20592 2.54795 -4.84196 0.0 0.1 0.0
H 9.65418 1.87090 -7.76646 -0.7 -0.5 -0.2
H 9.01679 3.14079 -6.85395 0.0 0.1 0.7
H 10.71810 2.83282 -7.13960 0.6 0.1 1.4
H 11.57287 0.13672 -5.96934 -0.1 0.1 0.3
H 10.13083 -0.88974 -5.53183 0.3 0.2 0.7
H 10.31411 -0.33163 -7.08214 -0.1 0.5 -0.3
H 7.21819 3.57726 -5.31864 0.3 0.0 0.4
H 5.70168 3.09131 -4.54258 0.2 0.1 0.6
H 6.18602 2.39559 -5.96910 0.2 -0.6 -0.2
H 7.18129 0.71287 -6.60189 -0.5 -0.3 -0.8
```
Forces are in eV/Å.

## Properties
Largest force on an atom: 3.2 eV/A
Energy relative to the best compared isomer or geometry (same formula, charge and spin): 5.090 eV
Orbital gap: 8.397 eV
Energy: -87658.0184 eV
E_HOMO: -8.0 eV